No. 1
{"formula": "C18H14N8", "method": "the ωB97M-V functional and the def2-TZVPD basis", "species": ["C", "C", "N", "C", "H", "H", "N", "C", "C", "N", "C", "H", "N", "C", "H", "H", "C", "C", "H", "C", "C", "C", "C", "H", "H", "H", "H", "N", "C", "N", "H", "N", "N", "C", "C", "H", "H", "H", "C", "C"], "coordinates": [[4.0359, -1.3888, -3.3906], [-4.8420, 1.6799, 1.4344], [-1.6175, 0.1147, 1.8630], [0.5706, -0.5345, 0.2285], [-5.7785, 1.2512, -0.5379], [6.9200, -2.0518, -1.8414], [3.8156, -1.3002, -0.9096], [0.5690, -0.8854, 1.7131], [-3.5730, 0.9234, 1.2456], [-4.9502, 2.4552, 2.5198], [5.1325, -1.5632, -0.8249], [5.1261, -2.5115, 1.0057], [-0.5162, -0.0427, -0.3085], [3.6108, -1.1961, -4.7865], [-0.4785, -0.7566, 3.5750], [3.4535, -0.1145, -4.9456], [-0.5148, -0.4790, 2.5290], [-6.1155, 3.1120, 2.7113], [-7.7682, 2.6926, -0.1149], [5.7011, -1.7265, 0.5535], [-5.8914, 1.7319, 0.4286], [-7.0227, 2.4733, 0.6298], [-7.0577, 3.1742, 1.7577], [-3.0774, 0.7952, 3.4191], [1.3392, -1.4326, 2.1234], [4.3256, -1.5762, -5.5171], [-6.3685, 3.8364, 3.5002], [1.9356, -0.8085, -1.9110], [-1.7054, 0.1239, 0.4775], [-2.8484, 0.6283, 0.1555], [6.7721, -1.9750, 0.6096], [3.0476, -1.0702, 0.1092], [5.3322, -1.7430, -3.2742], [1.8525, -0.7710, -0.4692], [-2.8078, 0.6581, 2.3477], [-7.8858, 3.8420, 1.8451], [2.7741, -1.8538, -4.9819], [5.4614, -0.7968, 1.1121], [5.8686, -1.7895, -1.9396], [3.1756, -1.1246, -2.1415]], "forces_ev_per_angstrom": [[2.4, -0.4, 2.1], [-1.9, 0.9, -2.1], [0.6, -0.6, 2.3], [-1.4, -0.1, 3.3], [0.3, -0.3, 0.3], [-0.3, 0.1, -0.2], [0.6, 0.3, -2.5], [-3.8, 2.5, -0.9], [0.8, 0.6, 1.9], [-0.5, -0.5, 0.9], [2.7, -1.0, 0.4], [-0.2, -0.5, 0.6], [-0.9, -0.5, 0.2], [-0.7, 0.0, -0.4], [-0.6, 0.5, 0.0], [-0.5, -0.6, -0.3], [1.9, -0.9, -3.4], [1.2, 0.7, 0.1], [-0.1, -0.5, -0.4], [-0.3, 1.0, 0.1], [1.5, -1.1, 0.0], [1.1, -0.7, -1.9], [-2.3, 1.3, 1.0], [0.6, -0.3, -1.1], [1.6, -0.9, 0.8], [0.6, 0.3, 0.5], [1.3, -0.8, 0.5], [-1.0, 0.4, 2.3], [2.7, 0.5, 0.3], [-1.2, 0.2, -3.3], [-0.5, 0.3, -0.4], [-3.2, 0.6, 0.5], [-1.8, 0.9, 2.6], [1.1, -0.4, -3.3], [0.5, -0.7, 1.4], [-0.5, 0.4, 0.6], [-1.0, 0.6, -0.1], [0.4, -0.6, -0.1], [-1.3, 0.0, -1.8], [1.9, -0.8, -0.7]], "de_lowest_kj_mol": 194.78, "gap_ev": 7.859, "smiles": "Cc1ncc(C)n2nc(-c3ccn4cc(-c5ccccn5)nc4n3)nc12", "lumo_ha": -0.0161}

No. 2
{"formula": "C39H93N3O15", "method": "the ωB97M-V functional and the def2-TZVPD basis", "species": ["H", "H", "H", "H", "H", "H", "C", "H", "H", "H", "H", "H", "H", "H", "H", "H", "H", "C", "H", "H", "H", "C", "H", "H", "C", "H", "H", "H", "H", "H", "H", "C", "H", "H", "H", "H", "H", "H", "H", "H", "H", "C", "C", "H", "C", "H", "H", "O", "C", "H", "H", "N", "H", "O", "H", "H", "O", "H", "H", "O", "O", "H", "C", "C", "H", "H", "C", "C", "C", "C", "C", "C", "N", "H", "C", "C", "C", "O", "H", "H", "H", "C", "H", "H", "H", "H", "O", "H", "C", "H", "H", "C", "H", "C", "H", "N", "C", "H", "C", "H", "H", "C", "H", "H", "H", "C", "H", "H", "O", "C", "H", "C", "C", "H", "H", "C", "H", "O", "H", "C", "O", "O", "H", "H", "H", "H", "O", "H", "C", "H", "C", "H", "C", "C", "H", "H", "H", "H", "O", "H", "H", "H", "O", "O", "H", "H", "C", "C", "H", "H"], "coordinates": [[4.0265, -4.0117, -3.8029], [3.4050, -6.0409, -4.8066], [-1.1069, 0.0539, 2.9577], [-2.3626, -1.0397, 1.0460], [2.9296, 1.8867, 2.6985], [0.4994, -5.7717, 1.1256], [-3.0323, 3.0910, 2.3998], [0.4893, -4.4232, -3.0246], [0.3246, 2.9695, -3.4202], [2.3629, 5.2503, -0.2679], [-5.1629, 4.2133, 3.9362], [3.2593, -4.2439, -6.4586], [-0.4233, 3.7664, 2.6120], [5.4741, 0.0896, 0.6492], [-0.4334, 4.3436, -0.2476], [1.3212, 2.8770, -1.2344], [3.4036, 0.4011, 0.0911], [5.6749, -1.7970, 1.5318], [0.2831, -1.3916, -4.7882], [-4.1659, -1.3868, -3.0149], [-0.9509, 8.0845, 3.7572], [1.3595, -2.8133, -7.4768], [-0.5864, -5.3600, -1.1543], [-3.4219, 2.0187, 4.7211], [-4.8032, 0.1852, -0.1047], [6.0375, -2.3545, 3.5024], [-0.8753, -3.4009, -6.0460], [-0.2411, -4.9854, -6.3711], [2.0039, 0.0399, 1.1514], [-4.2512, 0.3407, 0.8222], [-4.4348, 0.7598, -1.9441], [5.2803, -2.5715, 2.7489], [3.2345, -4.3182, 2.4184], [2.9197, -1.2760, 0.4201], [-5.8822, -1.6174, 0.5955], [-1.0883, -3.6027, 1.8961], [0.2662, 5.0175, 1.3355], [4.3745, 2.1160, 1.7471], [4.5745, 1.4066, 3.3289], [0.3741, 1.3503, -3.7335], [-1.8461, -5.6383, 0.0869], [3.8641, -0.0508, 2.0700], [-4.3930, 5.9983, 4.5790], [-3.4700, 3.4860, 5.8461], [-3.0314, 3.0050, 4.9718], [-3.1681, 7.2967, 3.2425], [-6.4067, -2.2971, -1.5596], [-4.0049, 1.0847, -3.9670], [-1.3097, 5.8189, 5.6274], [-3.2293, 1.5640, -3.6664], [-1.2816, 2.5676, -1.4514], [-1.8734, 4.7775, 3.4854], [-0.8552, 6.8981, 2.4689], [-3.9215, 0.5964, -1.1494], [1.6549, -5.7734, -4.3800], [-5.2337, 6.6867, 4.4923], [-1.4855, -3.7396, -0.6215], [0.6908, -4.0251, 0.6969], [1.0074, -3.5417, -1.6787], [-1.5136, 2.1578, -4.1033], [0.1614, 2.9747, 1.0925], [-2.0250, 2.8916, 5.3746], [-1.4127, -0.5373, 0.8637], [2.5806, -5.3303, -4.7471], [-4.4966, 5.1653, 2.5526], [-0.7486, -2.0294, -0.3925], [5.3392, -0.3311, 1.6456], [0.3335, 4.2915, 0.5252], [-0.6743, 1.7642, -1.8684], [1.7925, 4.3453, -0.0590], [2.9773, -3.2733, 2.2446], [-3.0666, 3.8979, 3.6685], [3.5875, -0.9489, 3.1733], [-2.2048, -1.3414, -2.2981], [-3.4274, -1.3267, -3.8143], [3.8822, -2.3863, 3.1481], [-4.3400, 4.8323, 3.5786], [-0.3452, -1.8623, 2.6405], [2.0416, -5.3475, -6.8072], [2.1607, -1.0535, -2.7671], [0.2063, 0.5085, -0.8166], [-3.1135, 6.8108, 4.2167], [-1.1372, 6.7648, 6.1408], [-5.6978, 0.7988, 0.0022], [-2.0953, 2.5349, 2.4259], [4.4455, -2.4685, 5.2173], [-6.1231, -1.3998, -1.3697], [-1.3339, 0.9099, -1.7162], [2.8540, -1.8766, -2.9405], [3.2247, -2.2423, -1.9829], [3.6787, -1.5155, -3.5548], [-0.0688, -4.0848, -5.7817], [-3.9565, 2.5306, 2.2587], [3.7393, -2.9710, 4.5564], [2.9223, -4.8178, -2.7761], [1.7139, -2.5305, -4.9850], [2.9668, -4.2473, -3.7037], [-4.4116, -1.9843, -0.2885], [-5.2726, -1.3167, -0.2566], [5.3511, -3.6521, 2.6248], [0.0291, -2.7228, -2.9174], [3.9030, 1.4519, 2.4715], [-4.3409, 5.6027, 5.5933], [0.7420, -1.9323, -7.6522], [-2.6500, 0.1303, -5.3062], [-3.5530, -0.0567, -4.7250], [3.0804, -3.1458, 1.1670], [-0.2780, -4.4986, -4.7952], [1.8440, 3.6821, -1.2310], [1.3141, -3.4815, -6.0650], [2.9782, -0.3477, 4.7275], [-0.7786, 7.0287, 3.5483], [-1.7831, 6.0591, 4.2336], [2.3814, -2.4562, -7.6043], [-0.3917, 5.2323, 5.6633], [-1.0130, -5.0043, -0.2165], [2.5801, 3.8562, 0.5141], [-0.7536, -4.4897, 2.0476], [-2.9757, 3.7373, 1.5239], [3.0013, -0.2755, 0.8450], [-2.1763, -1.3960, -3.2561], [-0.6215, 4.0594, 3.5045], [-1.6762, 0.4951, 0.6337], [1.9252, -3.0811, 2.4547], [5.1719, -2.2375, 0.6708], [2.7164, -2.7571, 4.8661], [-0.7791, -1.0700, -0.3745], [-3.6036, -2.2621, -4.3455], [-0.3222, 2.0951, -3.3481], [6.7476, -1.9669, 1.4401], [2.0736, -3.0107, -3.5850], [-2.1285, 5.3443, 6.1681], [0.8423, -3.4291, -2.7503], [2.3291, -4.6283, -6.0403], [0.3330, -0.0214, 2.0928], [0.5024, 2.3495, 0.4486], [-2.3312, -3.9225, -1.0372], [-1.4382, 2.9130, -4.6911], [0.4609, 1.3876, -1.1062], [-2.9904, 7.5558, 5.0027], [0.5382, -1.8617, 3.0163], [6.0471, 0.2681, 2.2183], [1.2059, -1.2788, -5.0276], [2.5273, -0.5170, 3.8971], [-4.2197, -0.1734, -5.5794], [3.9099, -4.0447, 4.6356], [-0.0100, -4.8358, 0.8960], [-0.6240, -0.5362, 2.1787], [1.1474, -3.5253, -8.2744], [0.2502, 6.8455, 3.8584]], "forces_ev_per_angstrom": [[0.0, 0.4, -0.4], [-0.3, -0.2, -0.1], [-0.7, -0.1, -0.1], [0.0, -0.3, -0.2], [0.0, -0.2, 0.3], [0.1, 0.1, -0.2], [-0.2, -0.4, -0.3], [0.0, 0.1, -0.3], [-0.6, 0.7, 0.2], [-1.2, 1.1, 0.2], [-0.3, -0.5, -0.8], [0.3, 0.2, 0.3], [-0.3, -0.1, -0.3], [-0.2, 0.1, -0.2], [0.2, 0.9, -0.2], [0.4, -0.3, 0.2], [-0.5, 0.0, -0.3], [0.3, -0.6, -0.1], [-0.8, 0.5, 0.2], [-0.4, 0.7, -0.2], [-0.4, -0.1, 0.3], [0.6, 0.1, 0.7], [0.5, -1.0, 0.3], [-0.3, 0.1, 0.4], [0.0, -1.2, -0.2], [-0.4, 0.3, 0.6], [-0.1, 0.2, 0.1], [0.1, 0.1, -0.7], [-0.2, 0.1, -0.5], [0.0, -0.4, 0.1], [-0.1, 0.0, -0.6], [1.5, -0.7, -0.2], [-0.3, -0.1, 0.2], [0.3, 0.0, 0.3], [0.3, 0.2, 0.6], [0.1, 0.4, 0.4], [-0.5, 0.0, -0.2], [0.0, -0.5, -0.4], [-0.3, 0.6, 0.4], [-0.3, -0.7, -0.1], [0.1, -0.1, 0.2], [2.1, -0.4, -1.3], [2.4, 0.2, -1.5], [-0.9, -0.1, -0.3], [0.5, 0.8, -0.6], [-0.5, 0.0, 0.0], [0.1, -0.1, 0.2], [-0.1, -0.8, -0.5], [-0.3, 0.1, 1.2], [0.5, 0.1, -0.1], [0.5, 0.5, 0.4], [-0.1, 1.0, -0.8], [0.1, 0.0, -0.1], [-0.4, -0.3, 0.8], [0.1, -0.5, -0.1], [-0.3, -0.4, -0.1], [-1.0, 0.9, 0.5], [0.3, -0.2, -0.4], [0.4, 0.5, 0.1], [0.3, 0.5, 0.0], [-0.1, 0.8, 0.7], [0.4, -0.2, -0.7], [0.1, -0.4, -0.3], [-0.3, 1.9, 0.9], [0.0, 0.0, 0.1], [-0.2, -0.5, 0.3], [-0.1, 0.3, -0.8], [2.2, -0.5, 0.3], [-1.0, -0.3, -0.9], [0.3, 0.3, 1.0], [-0.1, 0.4, -0.2], [0.4, 1.7, 0.5], [2.4, 0.1, -0.7], [0.0, 0.3, 0.2], [-1.3, 0.4, -1.0], [-1.5, -0.3, 0.4], [-0.5, -0.8, 1.6], [-0.6, 0.3, -0.4], [-0.4, -0.1, -0.1], [0.2, 0.2, 0.2], [0.6, -0.9, 0.3], [-0.4, -0.2, 1.2], [0.2, 0.1, 0.0], [-0.1, 0.2, -0.4], [-0.4, -0.7, -0.3], [-0.1, 0.1, 0.2], [0.0, 0.4, -1.1], [-0.4, 0.0, -1.1], [-0.6, -0.1, 0.4], [0.1, 0.1, 0.1], [-0.1, -0.2, -0.1], [-0.9, -0.5, -0.5], [0.2, -0.6, 0.2], [-0.6, 0.8, 0.2], [0.0, 0.4, 0.6], [2.6, -2.5, 0.0], [0.5, -1.3, 0.2], [0.3, 0.0, -0.3], [0.0, 1.2, 0.8], [0.5, -0.1, -0.5], [-0.2, 0.0, 0.2], [-0.3, -1.0, 0.6], [0.0, 0.2, 0.1], [-0.3, -0.2, 0.5], [0.7, 0.1, 0.8], [-0.8, -0.4, 0.4], [0.3, 0.3, 0.0], [0.4, 0.6, 0.2], [-0.1, -0.9, -3.7], [-0.7, 0.1, 1.1], [-0.7, 0.4, 0.5], [0.2, -0.6, -0.3], [0.9, -0.1, -0.7], [0.1, 0.0, -0.1], [-0.2, -0.1, 0.0], [1.0, -0.5, -1.3], [-0.6, -0.3, 1.7], [0.1, -0.5, 0.4], [0.1, 0.3, 0.1], [-0.7, 0.8, 0.1], [2.2, -0.1, 0.6], [-0.8, 0.6, 1.6], [0.1, 0.1, -0.1], [0.0, -0.3, 0.2], [0.1, 0.1, -0.3], [0.0, -0.2, 0.4], [-0.3, 1.7, 1.6], [0.0, 0.0, -0.8], [0.9, -1.0, 1.2], [0.1, 0.2, -0.5], [-0.3, -0.4, -1.4], [0.3, -0.4, 0.3], [-0.2, 0.2, -0.2], [0.5, -0.1, -1.8], [0.0, 0.1, -0.5], [-0.1, -0.5, -0.2], [-0.1, 0.5, -0.2], [-0.2, 0.0, -0.1], [0.1, 0.5, -0.1], [0.1, 0.5, -0.3], [0.1, 0.0, 0.2], [0.0, -0.4, 0.7], [-1.0, 0.9, -0.2], [-1.8, -0.1, 1.2], [-0.8, -0.4, 0.5], [0.0, 0.1, -0.4], [-1.1, 0.0, 0.5], [1.2, -0.2, -0.4], [0.0, -0.2, 0.2], [0.0, -0.3, -0.1]], "de_lowest_kj_mol": 122.16, "gap_ev": 8.026, "smiles": "CC1(C)CCCC(C)(C)N1O.CC1(C)CCCC(C)(C)N1O.CC1(C)CCCC(C)(C)N1O.OCCO.OCCO.OCCO.OCCO.OCCO.OCCO", "lumo_ha": 0.0070}